1.
Formula: CH7NS
Source: the OMol25 dataset
Level of theory: ωB97M-V with the def2-TZVPD basis set

Results
Energy above the lowest of the compared OMol25 structures with the same formula, charge and spin = 1.823 eV
HOMO = -8.3 eV
Spin multiplicity = 1
Lowest unoccupied orbital energy = 0.02504 Eh

Geometry (Å):
1 H -0.71971 2.27231 0.03330
2 H -1.95143 1.06037 -0.13100
3 C -1.30434 1.53747 0.59436
4 H 0.33229 -0.45932 0.24572
5 H 0.53684 1.29657 1.29967
6 S 0.69911 -1.23777 -0.93558
7 H -1.74342 2.14827 1.37942
8 H 1.42243 -1.19970 -2.06292
9 N -0.22594 0.65229 1.13554
10 H -0.55878 0.24187 2.00311

Cartesian forces, eV/Å:
H -0.37 0.03 -0.37
H -0.33 -0.28 0.42
C 1.84 0.71 -0.52
H 0.68 1.89 -0.74
H 0.33 -0.52 0.48
S -1.16 -2.64 -0.18
H -0.66 -0.45 0.03
H 0.42 1.24 0.50
N -1.16 -0.06 0.26
H 0.41 0.08 0.10

2.
Formula: CH7NS
Source: the OMol25 dataset
Level of theory: ωB97M-V with the def2-TZVPD basis set

Results
Energy above the lowest of the compared OMol25 structures with the same formula, charge and spin = 0.438 eV
HOMO = -9.2 eV
Spin multiplicity = 1
Lowest unoccupied orbital energy = 0.03968 Eh

Geometry (Å):
1 H -1.53493 -1.39272 0.48038
2 H -2.20274 -0.09137 1.24352
3 C -1.81358 0.23381 -0.72614
4 H 0.79899 0.03432 1.00895
5 H 2.10906 1.21725 0.33731
6 H -1.83566 1.32201 -0.57094
7 N -1.52510 -0.40908 0.58822
8 H -1.00444 0.01588 -1.43021
9 H -2.74570 -0.11280 -1.10634
10 S 1.74829 0.02926 0.01729

Cartesian forces, eV/Å:
H -0.25 -0.99 0.19
H -0.54 -0.20 0.60
C 1.05 0.14 1.12
H 0.37 -0.15 -0.72
H 0.65 1.64 0.31
H -0.07 -0.33 -0.17
N 0.67 1.41 -1.13
H -0.17 0.01 0.14
H -0.83 -0.07 -0.64
S -0.87 -1.45 0.30

3.
Formula: CH7O2PS2Si
Source: the OMol25 dataset
Level of theory: ωB97M-V with the def2-TZVPD basis set

Results
Energy above the lowest of the compared OMol25 structures with the same formula, charge and spin = 0.014 eV
HOMO = -9.2 eV
Spin multiplicity = 1
Lowest unoccupied orbital energy = 0.01646 Eh

Geometry (Å):
1 H -3.20656 -1.53407 -0.60973
2 H 2.26872 -1.44655 -1.40145
3 H 1.24903 0.29468 1.22141
4 S -0.46636 -1.65168 -0.44145
5 H 2.90523 0.29640 0.97550
6 H 0.95632 0.33652 -2.23667
7 Si 1.38401 -0.37558 -1.08545
8 O -1.62205 0.12283 1.73976
9 C 1.97883 0.59645 0.49717
10 H 1.74520 1.64991 0.23737
11 P -1.72749 -0.02054 0.08033
12 O -3.20352 -0.74976 -0.08940
13 S -1.22333 1.61245 -0.86460
14 H -1.03803 0.86895 1.97722

Cartesian forces, eV/Å:
H 0.32 -0.97 -0.77
H 0.69 -0.78 -0.35
H -0.71 -0.06 0.50
S 0.64 1.33 -0.15
H 0.48 0.50 -0.61
H -0.03 0.61 -0.76
Si -1.03 -0.51 2.59
O -0.28 0.03 -1.77
C -1.32 -0.22 -1.64
H 0.87 -0.41 0.60
P 0.30 -1.18 0.69
O 1.28 2.51 1.36
S -0.80 -0.56 0.61
H -0.41 -0.29 -0.33

4.
Formula: CH7O3
Source: the OMol25 dataset
Level of theory: ωB97M-V with the def2-TZVPD basis set

Results
Total charge = -1
Energy above the lowest of the compared OMol25 structures with the same formula, charge and spin = 0.561 eV
HOMO = -3.6 eV
Spin multiplicity = 1
Lowest unoccupied orbital energy = 0.16257 Eh

Geometry (Å):
1 H -0.22187 -0.70477 0.86131
2 O 0.40792 0.08197 -0.24052
3 O -1.73909 0.67386 -1.66814
4 H -0.76345 0.53209 -1.45927
5 H -1.86536 -0.29205 -1.71934
6 H 2.42003 -0.35918 -0.38866
7 C 1.72812 0.35667 0.04105
8 H 1.80122 0.52581 1.12796
9 H 1.92460 1.34447 -0.45978
10 O -0.49794 -1.04367 1.82297
11 H 0.34700 -0.88270 2.25147

Cartesian forces, eV/Å:
H -0.17 0.30 0.47
O -0.30 -0.81 -0.60
O 0.96 -1.40 -0.52
H -0.24 1.01 0.79
H -0.81 0.48 -0.03
H 0.67 -0.49 0.28
C -1.84 1.69 -0.80
H 0.87 -0.23 0.11
H 0.68 -0.32 0.45
O 0.24 -0.15 -0.46
H -0.06 -0.08 0.31

5.
Formula: CH7O3
Source: the OMol25 dataset
Level of theory: ωB97M-V with the def2-TZVPD basis set

Results
Total charge = -1
Energy above the lowest of the compared OMol25 structures with the same formula, charge and spin = 0.282 eV
HOMO = -3.5 eV
Spin multiplicity = 1
Lowest unoccupied orbital energy = 0.16592 Eh

Geometry (Å):
1 O -0.71234 1.89830 -1.80882
2 H -1.01953 1.17891 -1.22348
3 H -0.01455 2.26360 -1.26240
4 O -0.21577 0.03269 0.22896
5 H -0.07695 -0.71862 1.44864
6 H 0.72883 -0.69853 2.78613
7 H 0.00558 -1.36432 -1.27284
8 H 1.36413 -1.24628 -0.16451
9 O 0.18315 -1.31984 2.29842
10 C 0.59630 -0.63764 -0.67434
11 H 1.06774 0.03728 -1.40842

Cartesian forces, eV/Å:
O -0.42 0.23 -0.25
H 0.31 -0.18 0.28
H 0.15 -0.01 0.11
O 0.03 0.19 -0.27
H 0.10 -0.33 0.07
H 0.07 -0.06 0.15
H 0.14 -0.04 -0.16
H 0.21 0.12 -0.10
O -0.16 0.36 -0.13
C -0.66 -0.20 0.26
H 0.23 -0.08 0.04

6.
Formula: CH7O5
Source: the OMol25 dataset
Level of theory: ωB97M-V with the def2-TZVPD basis set

Results
Total charge = -1
Energy above the lowest of the compared OMol25 structures with the same formula, charge and spin = 0.566 eV
HOMO = -5.1 eV
Spin multiplicity = 1
Lowest unoccupied orbital energy = 0.14391 Eh

Geometry (Å):
1 O -1.88071 -1.39050 1.22221
2 O -1.09859 0.21935 -1.15659
3 H -1.44376 -1.53248 0.37703
4 H 0.51682 1.90797 -0.53679
5 H 2.70709 -0.36577 0.64034
6 C 1.92949 -0.91035 0.01922
7 H -0.72606 2.55394 -0.23525
8 O 0.18344 2.79590 -0.40482
9 H -0.35935 -0.25224 -0.69538
10 H -1.14317 -1.23031 1.78717
11 O 2.31166 -1.49494 -0.99289
12 H -1.74285 0.47156 -0.47271
13 O 0.74599 -0.77214 0.44847

Cartesian forces, eV/Å:
O -1.22 -0.30 -0.35
O -0.60 0.33 -0.18
H 0.10 -0.03 -0.13
H 0.53 -0.41 -0.20
H -0.18 -0.33 -0.14
C 0.26 0.42 0.03
H -0.46 0.26 0.00
O 0.03 0.27 0.19
H -0.07 0.10 0.29
H 1.01 0.26 0.58
O 0.14 -0.11 -0.01
H 0.53 -0.46 -0.22
O -0.08 0.00 0.14

7.
Formula: CH7O5
Source: the OMol25 dataset
Level of theory: ωB97M-V with the def2-TZVPD basis set

Results
Total charge = -1
Energy above the lowest of the compared OMol25 structures with the same formula, charge and spin = 0.516 eV
HOMO = -5.3 eV
Spin multiplicity = 1
Lowest unoccupied orbital energy = 0.14374 Eh

Geometry (Å):
1 O -3.73084 1.46258 1.93972
2 H 3.14826 -2.27853 0.99859
3 H 2.67066 -1.05313 0.30970
4 O 1.15710 -1.12320 -0.60330
5 H 0.74548 2.21382 -1.81348
6 H -3.75720 0.92920 1.13991
7 H -0.43375 -2.32776 -0.81404
8 O -0.95350 -0.38243 -0.77253
9 O 3.44282 -1.37490 0.83076
10 H -2.83425 1.42274 2.22481
11 C -0.08261 -1.27571 -0.73593
12 O 0.26255 2.35344 -1.00363
13 H -0.04666 1.44820 -0.80173

Cartesian forces, eV/Å:
O -1.20 0.04 -0.21
H 0.18 0.13 0.03
H 0.17 -0.01 0.06
O -0.33 -0.21 -0.18
H 0.29 0.00 -0.33
H 0.15 0.00 -0.07
H -0.12 -0.14 -0.07
O -0.11 0.02 -0.03
O -0.28 -0.16 -0.05
H 1.12 -0.06 0.21
C 0.54 0.59 0.28
O -0.24 -0.05 0.26
H -0.18 -0.15 0.10

8.
Formula: CH7OS
Source: the OMol25 dataset
Level of theory: ωB97M-V with the def2-TZVPD basis set

Results
Expectation value of S² = 0.753
Energy above the lowest of the compared OMol25 structures with the same formula, charge and spin = 0.050 eV
HOMO (alpha / beta) = -5.0 / -11.1 eV
Spin multiplicity = 2
Lowest unoccupied orbital energy (alpha / beta) = 0.02462 / 0.01674 Eh

Geometry (Å):
1 H -1.45834 -0.10739 1.65641
2 H 0.32149 -0.30708 1.56002
3 H 0.29439 -1.02294 -0.72968
4 C -0.59462 -0.10575 0.98486
5 H -1.17737 -2.20370 0.64824
6 H -0.49916 0.94285 0.70586
7 H 1.46375 1.94318 -0.97759
8 H 1.68204 0.99717 -2.04618
9 O 1.00911 1.18347 -1.38914
10 S -1.04131 -1.31980 -0.41280

Cartesian forces, eV/Å:
H 0.10 -0.30 0.13
H -0.18 -0.63 -0.33
H 0.04 -0.14 -0.76
C -0.54 1.05 1.37
H -0.45 -0.39 0.27
H -0.08 -0.15 -0.83
H -0.69 -0.24 0.25
H -0.07 -0.60 -0.56
O 0.87 0.95 0.23
S 1.00 0.44 0.23

9.
Formula: CH7OS
Source: the OMol25 dataset
Level of theory: ωB97M-V with the def2-TZVPD basis set

Results
Total charge = +1
Energy above the lowest of the compared OMol25 structures with the same formula, charge and spin = 1.650 eV
HOMO = -16.0 eV
Spin multiplicity = 1
Lowest unoccupied orbital energy = -0.21793 Eh

Geometry (Å):
1 H -1.08376 2.53879 0.01441
2 H -0.08250 -0.00852 0.97078
3 S -0.21696 -1.34438 0.71348
4 H 0.15045 -1.41961 2.02978
5 H -0.20586 -0.36482 -1.26052
6 C 0.37941 -1.26417 -1.02871
7 O -0.46742 2.07143 0.58983
8 H 1.39811 -0.90676 -1.18500
9 H 0.19468 2.73968 0.79929
10 H -0.06615 -2.04165 -1.64335

Cartesian forces, eV/Å:
H -0.13 -0.10 0.04
H -0.65 0.04 -0.60
S -2.51 1.79 0.69
H 1.81 -1.33 -0.63
H -0.18 -0.10 0.23
C 0.71 1.37 -0.30
O 0.16 -0.12 -0.13
H 0.12 -0.94 0.09
H 0.06 -0.03 0.11
H 0.59 -0.58 0.51

10.
Formula: CH7OS
Source: the OMol25 dataset
Level of theory: ωB97M-V with the def2-TZVPD basis set

Results
Total charge = +1
Energy above the lowest of the compared OMol25 structures with the same formula, charge and spin = 1.854 eV
HOMO = -15.6 eV
Spin multiplicity = 1
Lowest unoccupied orbital energy = -0.21833 Eh

Geometry (Å):
1 H 0.99847 -0.63576 0.12418
2 C -0.95491 1.84791 -0.64383
3 H 1.55417 -2.93980 0.25776
4 O 1.19952 -2.20306 0.81332
5 H 1.53686 -2.38733 1.72215
6 H -1.22952 1.83458 -1.72345
7 H -0.93023 -0.39949 0.31595
8 H -0.34776 2.74147 -0.49038
9 S 0.05421 0.31727 -0.29818
10 H -1.88081 1.82421 -0.07752

Cartesian forces, eV/Å:
H 1.14 0.12 0.81
C 0.45 1.57 -1.48
H -0.39 0.85 0.49
O 0.61 -0.49 -0.05
H -0.32 0.39 -0.87
H 0.51 -0.49 0.75
H 0.49 0.31 -0.43
H -0.16 -0.22 0.38
S -2.74 -1.72 -0.17
H 0.42 -0.33 0.58